(1)
{
  "formula": "C4H38N3O12",
  "method": "the ωB97M-V functional and the def2-TZVPD basis",
  "species": ["C", "H", "H", "H", "H", "H", "H", "O", "O", "H", "H", "C", "H", "H", "O", "H", "H", "N", "H", "O", "C", "O", "H", "H", "C", "H", "H", "H", "H", "H", "O", "O", "H", "H", "N", "H", "O", "N", "O", "H", "O", "H", "H", "H", "H", "H", "H", "H", "H", "H", "O", "O", "H", "H", "H", "H", "H"],
  "coordinates": [[1.746, 0.314, 0.031], [2.090, -0.117, 0.989], [1.784, -2.663, -1.305], [1.664, 3.392, 2.476], [0.575, -1.899, -0.886], [-0.127, 1.093, 0.759], [0.326, 0.029, 3.816], [-1.864, -0.920, 3.459], [-3.209, -0.197, 1.270], [-1.976, -0.235, -2.997], [1.000, 1.147, -4.167], [2.317, -0.543, -1.101], [-2.571, 1.399, -1.318], [3.413, -0.714, -0.780], [1.954, -2.178, 2.287], [3.567, 1.440, 0.388], [-2.995, -2.772, -0.749], [0.273, 0.513, -0.044], [-2.658, 0.150, -0.349], [-1.510, 2.194, 1.329], [2.069, 2.938, 0.536], [0.684, 0.848, -3.352], [-0.959, -2.407, 2.527], [-0.985, -2.760, -1.805], [2.600, 1.600, -0.112], [-0.678, 2.467, 1.864], [1.642, -2.116, 1.384], [1.432, 3.495, -0.196], [-1.256, -1.484, -3.622], [-1.797, -2.403, 0.198], [1.038, 0.202, 3.257], [-1.359, -0.564, -3.713], [-2.598, -0.998, 4.110], [-0.367, -3.366, 1.516], [1.645, -1.909, -0.694], [-0.860, -3.772, -2.972], [-0.776, -2.581, 1.581], [1.428, 2.583, 1.828], [-2.434, 0.504, -1.197], [-0.680, 2.137, -2.882], [-0.504, -2.894, -2.643], [-2.177, -0.487, 2.669], [2.717, 1.913, -1.150], [1.855, 1.879, 2.396], [2.844, -2.481, 2.373], [-3.147, 0.687, 1.313], [-0.026, 0.231, -3.468], [-1.577, 2.818, 0.606], [1.255, -0.693, 2.819], [2.208, -0.447, -2.189], [-2.033, -2.710, -0.693], [-0.746, 2.744, -2.082], [-0.832, 3.623, -2.448], [2.800, 3.712, 0.478], [-4.100, -0.463, 1.633], [0.181, 1.069, -0.879], [-0.305, -0.348, -0.099]],
  "gap_ev": [9.786, 3.420],
  "multiplicity": 2,
  "charge": 2
}

=====

(2)
{
  "formula": "C4H7BrN2",
  "method": "the ωB97M-V functional and the def2-TZVPD basis",
  "species": ["C", "H", "C", "H", "N", "C", "H", "N", "H", "C", "Br", "H", "H", "H"],
  "coordinates": [[-1.995, -1.248, -0.120], [0.665, 0.108, 1.782], [1.010, 0.531, -1.277], [1.584, -0.859, -2.544], [1.701, 0.075, -2.186], [0.630, 1.049, -0.138], [1.697, 1.311, 1.661], [-1.578, -0.745, 0.941], [-2.889, -0.857, -0.617], [1.375, 0.563, 1.082], [-0.700, 2.346, -0.155], [-1.536, -2.269, -0.500], [2.177, -0.028, 0.849], [-2.143, 0.023, 1.222]],
  "smiles": "CC(Br)=C=N.C=N",
  "gap_ev": 8.993,
  "relative_energy_ev": 1.8198,
  "charge": 0
}

=====

(3)
{
  "formula": "C8H14N2PSY",
  "method": "the ωB97M-V functional and the def2-TZVPD basis",
  "species": ["H", "C", "C", "C", "C", "C", "H", "H", "C", "H", "N", "C", "H", "N", "H", "H", "Y", "H", "H", "P", "H", "H", "H", "C", "S", "H", "H"],
  "coordinates": [[-0.473, -0.336, -2.666], [1.103, 1.190, -3.294], [-0.738, -0.754, 3.985], [0.609, -1.258, 3.543], [0.951, 2.473, -3.892], [-0.444, 2.749, -4.017], [-2.020, 0.702, 2.959], [1.396, -1.048, 4.261], [-1.170, 1.624, -3.514], [2.040, 0.673, -3.067], [0.916, -0.457, 2.294], [-0.237, 0.651, -3.070], [0.626, -2.308, 3.261], [-1.107, 0.245, 2.973], [1.765, 3.129, -4.196], [-2.254, 1.530, -3.479], [1.552, -0.364, 0.183], [0.739, -3.331, -1.359], [-0.115, -3.657, 0.601], [0.093, -2.566, -0.316], [1.695, 0.173, 2.600], [-0.689, -0.281, 4.973], [-1.488, -1.552, 4.020], [-0.226, 0.405, 2.009], [-0.421, 1.254, 0.538], [-1.224, -2.545, -0.902], [-0.880, 3.658, -4.428]],
  "gap_ev": [3.932, 4.019],
  "relative_energy_ev": 0.0000,
  "charge": 0
}

=====

(4)
{
  "formula": "C40H36Cl3F12N8O3OsS",
  "method": "the ωB97M-V functional and the def2-TZVPD basis",
  "species": ["H", "C", "H", "Cl", "C", "H", "C", "C", "C", "H", "N", "F", "H", "F", "H", "H", "H", "C", "C", "C", "Cl", "C", "H", "C", "H", "C", "H", "N", "H", "C", "S", "C", "C", "H", "F", "H", "F", "H", "C", "N", "H", "N", "C", "H", "C", "N", "C", "O", "C", "C", "C", "H", "H", "C", "F", "C", "Cl", "N", "H", "Os", "H", "F", "F", "H", "O", "C", "C", "C", "F", "C", "H", "H", "C", "H", "H", "C", "C", "H", "C", "C", "C", "H", "H", "C", "F", "C", "C", "F", "F", "H", "N", "C", "C", "N", "H", "H", "C", "O", "H", "F", "C", "H", "H", "H"],
  "coordinates": [[-4.384, -4.072, -1.409], [-0.629, -1.375, 2.002], [5.323, 1.201, -1.078], [4.084, 4.960, 2.135], [-1.556, -0.250, 3.955], [-2.445, 0.154, 4.484], [-1.237, 4.095, -1.456], [-3.974, -4.813, 0.561], [2.154, -2.988, 1.742], [-3.397, 2.724, -0.134], [-1.387, 2.763, -1.082], [2.869, 0.605, 2.285], [3.150, -4.907, -2.256], [-4.178, -0.747, -0.832], [0.474, 1.989, -1.643], [0.518, -0.088, 6.417], [-2.741, -1.375, 2.568], [3.155, -0.692, 2.029], [-5.093, -5.801, 0.596], [-1.883, -2.897, 0.570], [1.565, 7.398, 0.197], [1.878, -1.457, 1.557], [-0.974, 0.791, 6.205], [-2.049, 1.017, 0.124], [-5.514, -5.837, 1.588], [-2.661, -3.093, -0.590], [2.484, 1.264, -4.325], [2.695, -0.849, -4.304], [-2.185, 4.315, 1.128], [2.278, 0.385, -4.951], [5.635, 3.023, 0.492], [1.567, 3.592, 0.587], [-0.538, 5.631, 0.595], [3.493, -2.427, -5.621], [3.697, -1.152, 3.188], [1.212, 0.369, -5.229], [4.131, -0.733, 1.110], [0.898, 2.777, 0.965], [4.780, 1.904, -0.469], [-0.895, -1.899, 0.704], [3.237, -2.992, -3.269], [1.024, -0.696, -2.649], [-0.011, 0.594, 5.751], [-2.622, 5.344, 3.313], [-3.860, -1.322, -2.017], [2.475, -2.555, -2.750], [-1.590, 5.203, 1.408], [1.711, -1.083, 0.254], [2.026, -1.344, -3.272], [-3.101, -4.725, 1.668], [3.805, -1.593, -4.990], [4.527, -1.932, -4.275], [0.527, 1.531, 5.715], [-2.596, -2.231, -1.853], [3.245, -3.416, 1.040], [-1.141, 6.904, 3.050], [-1.473, 7.683, 4.518], [2.209, -4.677, -1.915], [0.357, 8.356, 2.439], [0.081, -1.215, -0.881], [-4.731, -6.797, 0.365], [2.357, -3.313, 3.047], [-4.996, -1.961, -2.359], [-1.447, -3.689, 2.549], [1.122, 4.091, -0.672], [-1.725, -1.030, 2.824], [-1.861, 5.777, 2.656], [-2.093, -3.791, 1.654], [-3.593, -3.896, -3.391], [0.851, -0.528, 3.715], [1.775, -5.326, -1.234], [-0.879, 4.087, -2.503], [3.431, 2.067, -0.456], [-3.214, -5.369, 2.555], [0.601, 0.059, -3.197], [4.114, 3.730, 0.975], [-2.432, 2.244, -0.266], [2.736, 1.457, -1.019], [-3.734, -4.007, -0.540], [-0.146, 7.429, 2.214], [0.198, 6.755, 1.054], [4.334, -0.885, -5.640], [1.595, 4.366, 1.368], [0.681, -1.093, 2.445], [-1.514, -4.060, -2.972], [3.006, 3.132, 0.387], [1.744, -3.418, -1.994], [1.099, -3.734, 1.339], [-2.257, -2.396, -4.231], [-2.416, 0.096, 0.486], [0.619, -3.115, -1.357], [-0.244, -0.043, 4.420], [-2.505, -3.144, -3.116], [-0.735, 0.805, -0.415], [-2.164, 4.641, -1.374], [2.837, 0.534, -5.890], [-0.104, 4.926, -0.716], [-1.549, -1.336, -1.934], [-5.884, -5.537, -0.116], [-3.705, -0.328, -2.944], [-0.446, 1.832, -1.120], [1.855, -0.382, 4.091], [0.134, 5.751, -1.423], [0.139, -3.932, -0.954]],
  "gap_ev": [4.937, 6.347],
  "multiplicity": 5,
  "charge": 1
}

=====

(5)
{
  "formula": "C4H9N2",
  "method": "the ωB97M-V functional and the def2-TZVPD basis",
  "species": ["C", "H", "H", "H", "H", "C", "H", "H", "C", "H", "H", "C", "H", "N", "N"],
  "coordinates": [[-1.198, -0.855, 0.656], [-0.792, 1.555, -1.062], [-1.512, -1.311, 1.651], [1.891, 1.278, -0.178], [-3.044, -0.033, -0.060], [3.221, -0.218, -0.079], [3.273, -1.358, 0.171], [-1.808, 1.624, 0.333], [-2.030, -0.225, -0.442], [4.211, 0.233, -0.380], [-0.508, -1.700, 0.325], [-1.182, 0.922, -0.186], [-2.213, -0.596, -1.426], [2.063, 0.324, -0.068], [-0.372, 0.361, 0.746]],
  "gap_ev": [6.507, 6.836],
  "relative_energy_ev": 6.9142,
  "charge": 1
}

=====

(6)
{
  "formula": "C14H51N2O11",
  "method": "the ωB97M-V functional and the def2-TZVPD basis",
  "species": ["H", "C", "C", "H", "C", "C", "H", "H", "H", "H", "O", "H", "O", "H", "O", "C", "H", "H", "H", "H", "O", "O", "H", "H", "H", "H", "H", "O", "N", "O", "O", "H", "H", "H", "H", "O", "H", "H", "H", "C", "C", "O", "C", "H", "N", "H", "C", "H", "C", "H", "H", "H", "H", "C", "H", "C", "H", "H", "H", "O", "H", "C", "H", "H", "H", "H", "H", "H", "H", "H", "H", "H", "H", "H", "C", "H", "H", "H"],
  "coordinates": [[0.112, 5.260, -2.827], [-3.916, 2.544, 3.157], [-1.497, -2.996, -0.067], [2.158, 3.843, -1.622], [0.983, 0.282, -0.397], [2.146, -2.972, -2.694], [-3.474, -0.890, -0.901], [3.326, -5.212, -2.308], [-3.504, 4.066, -1.207], [1.674, -3.574, -1.917], [1.495, -0.157, 3.854], [-0.029, 0.871, 1.547], [-5.337, -1.860, -0.308], [-2.154, 5.919, -2.091], [0.733, 4.921, 0.550], [6.038, -3.173, 0.504], [0.481, 5.159, -0.343], [-2.075, 3.891, -0.340], [1.631, -1.105, 3.875], [3.978, -2.002, -0.551], [2.328, 0.424, 0.034], [-0.377, 4.857, -2.106], [-4.208, -4.385, -1.132], [-3.704, -1.265, 0.802], [-0.066, 4.563, 0.937], [0.990, 0.535, -1.457], [-4.945, 3.915, 2.200], [5.501, -3.306, -0.830], [-3.486, -3.742, -1.425], [1.605, 2.938, 2.845], [5.215, 0.364, -0.062], [1.186, 0.060, 4.733], [-3.450, -3.621, 0.539], [4.351, 0.407, -0.471], [3.067, -2.548, 2.302], [2.737, 3.281, -2.136], [5.481, -3.660, 1.305], [2.663, 2.420, -1.725], [-5.840, -0.087, 0.917], [-1.779, 4.924, -2.331], [-3.017, -3.020, -0.261], [3.254, -1.641, 2.062], [-0.108, 0.998, 0.467], [7.046, -3.571, 0.389], [3.950, -4.536, -2.724], [6.203, -2.127, 0.761], [-6.015, -0.560, -0.049], [-0.790, -2.338, -0.573], [3.651, -3.133, -2.320], [-1.073, 0.812, -0.003], [-4.255, -3.207, -1.804], [-2.030, 4.719, -3.372], [5.821, 0.242, -0.793], [-2.435, 3.926, -1.368], [3.568, -3.702, -0.188], [-3.830, -1.653, -0.209], [-3.730, 1.388, 1.308], [0.706, -0.770, -0.473], [-1.153, -2.730, 0.933], [-4.032, 3.724, 2.425], [4.269, -2.536, -2.991], [-3.403, 1.364, 2.347], [1.802, 3.637, 3.469], [1.790, -3.323, -3.662], [-3.318, 2.713, 4.052], [0.960, 3.321, 2.251], [1.741, -1.976, -2.515], [-5.759, 0.073, -0.900], [-3.693, 0.373, 2.695], [-2.487, 2.924, -1.795], [0.123, 2.015, 0.149], [-1.238, -4.051, -0.156], [4.849, -4.579, -2.266], [-7.089, -0.725, 0.030], [4.103, -3.038, -0.867], [2.813, -1.519, 1.221], [-4.920, 2.295, 3.502], [-2.314, 1.324, 2.378]],
  "gap_ev": 5.184,
  "relative_energy_ev": 0.3903,
  "charge": -1
}